This record from the OMol25 dataset describes a molecular structure, C30H24IN8S2Tc. The level of theory is ωB97M-V with the def2-TZVPD basis set.

Properties
- charge = +1
- orbital gap (alpha / beta) (Ha) = 0.1831 / 0.2485
- ⟨S²⟩ = 3.92
- HOMO level (alpha / beta) (eV) = -8.4 / -10.6
- multiplicity = 4

Last column: Löwdin spin population.
Element x y z (Å)
Tc -0.18 0.76 0.47  1.496
N -4.36 1.17 2.02  0.045
C -3.24 1.02 1.25  0.085
S -1.90 0.02 1.96  0.055
N -3.13 1.51 0.08  -0.034
N -1.88 1.45 -0.48  0.228
C -1.68 2.08 -1.65  0.237
C -0.36 2.19 -2.08  0.086
C 0.03 2.74 -3.33  0.066
C 1.35 2.79 -3.67  0.037
C 2.32 2.29 -2.78  0.109
C 1.91 1.78 -1.58  0.013
N 0.61 1.73 -1.21  0.143
H -4.60 0.42 2.65  0.003
H -5.14 1.60 1.54  0.001
H -2.52 2.49 -2.20  0.012
H -0.74 3.11 -4.00  0.001
H 1.65 3.20 -4.63  0.000
H 3.37 2.32 -3.02  0.007
H 2.61 1.40 -0.85  -0.001
S 1.69 -0.09 1.59  0.206
C 2.09 -1.33 0.42  -0.021
N 3.18 -2.04 0.61  0.155
N 3.64 -2.86 -0.29  0.160
C 3.43 -2.82 -1.71  0.011
C 3.81 -1.69 -2.42  0.006
C 3.65 -1.67 -3.80  0.000
C 3.14 -2.78 -4.46  0.003
C 2.78 -3.90 -3.74  -0.001
C 2.92 -3.93 -2.36  0.006
N 1.24 -1.61 -0.61  -0.016
N 0.18 -0.92 -0.66  -0.124
C -0.65 -1.24 -1.79  0.000
C -0.06 -1.38 -3.04  -0.009
C -0.87 -1.64 -4.13  0.002
C -2.24 -1.78 -3.98  -0.009
C -2.81 -1.65 -2.72  0.001
C -2.02 -1.37 -1.62  -0.005
H 4.48 -3.34 0.03  0.003
H 4.22 -0.84 -1.89  0.000
H 3.95 -0.79 -4.36  0.000
H 3.03 -2.76 -5.53  0.000
H 2.38 -4.77 -4.25  0.000
H 2.62 -4.80 -1.78  0.001
H 1.01 -1.27 -3.14  0.000
H -0.42 -1.74 -5.11  0.000
H -2.87 -1.98 -4.83  -0.001
H -3.88 -1.77 -2.59  0.000
H -2.46 -1.28 -0.63  0.001
I -0.36 3.09 1.88  0.022
C -0.43 2.49 3.89  -0.001
C 0.26 3.35 4.70  0.001
C 0.25 3.21 6.09  0.000
C -0.49 2.21 6.65  0.001
C -1.20 1.30 5.84  0.001
C -1.94 0.28 6.50  0.000
C -2.63 -0.66 5.80  0.001
C -2.57 -0.63 4.40  0.003
C -1.89 0.35 3.72  0.013
C -1.18 1.39 4.41  0.002
H 0.82 4.16 4.25  0.000
H 0.80 3.91 6.70  0.000
H -0.54 2.09 7.72  0.000
H -1.93 0.27 7.58  0.000
H -3.18 -1.44 6.30  0.000
H -3.05 -1.42 3.83  0.001

=====

This record from the OMol25 dataset describes a molecular structure, C30H24MnN5S2Se2. The level of theory is ωB97M-V with the def2-TZVPD basis set.

Properties
- charge = -1
- orbital gap (alpha / beta) (Ha) = 0.1999 / 0.2000
- ⟨S²⟩ = 8.76
- HOMO level (alpha / beta) (eV) = -3.6 / -3.6
- multiplicity = 6

Last column: Löwdin spin population.
Element x y z (Å)
Mn -0.46 -0.25 -0.37  4.660
C -4.47 -2.28 -0.38  0.000
C -3.37 -1.49 -0.72  0.017
N -2.19 -1.63 -0.15  0.034
C -2.00 -2.60 0.78  0.004
C -3.05 -3.46 1.17  0.000
C -4.31 -3.25 0.57  0.009
C -2.81 -4.50 2.10  0.006
C -1.53 -4.67 2.55  -0.001
C -0.47 -3.84 2.17  0.008
C -0.65 -2.75 1.31  0.005
N 0.25 -1.87 0.83  0.040
C 1.57 -1.76 1.19  0.005
C 2.22 -2.27 2.30  0.005
C 3.59 -2.03 2.54  -0.001
C 4.36 -1.30 1.69  0.004
C 3.75 -0.72 0.56  0.001
C 4.45 0.12 -0.34  0.007
C 3.79 0.70 -1.39  0.001
C 2.42 0.46 -1.54  0.012
N 1.74 -0.32 -0.72  0.035
C 2.37 -0.93 0.31  0.007
H -5.43 -2.11 -0.86  0.000
H -3.46 -0.69 -1.45  0.001
H -5.14 -3.89 0.86  0.000
H -3.62 -5.14 2.41  0.000
H -1.32 -5.48 3.24  0.000
H 0.51 -4.08 2.54  0.001
H 1.66 -2.77 3.07  0.000
H 4.02 -2.44 3.44  0.000
H 5.41 -1.11 1.88  0.000
H 5.50 0.31 -0.17  0.000
H 4.30 1.36 -2.08  0.000
H 1.85 0.95 -2.32  0.001
C -2.00 -0.22 -4.49  0.007
Se -1.03 0.72 -3.09  0.029
C -1.87 2.48 -3.26  0.005
C -3.38 2.50 -3.33  0.000
Se -4.31 2.03 -1.68  0.001
C -3.86 3.62 -0.65  0.000
H -1.89 0.28 -5.45  0.001
H -3.05 -0.33 -4.24  0.000
H -1.55 -1.21 -4.55  0.000
H -1.45 2.94 -4.15  0.001
H -1.49 3.01 -2.38  0.001
H -3.76 1.81 -4.08  0.000
H -3.72 3.50 -3.63  0.000
H -4.41 4.48 -1.03  0.000
H -2.78 3.78 -0.67  0.000
H -4.15 3.41 0.37  0.000
S -0.31 0.79 3.00  0.012
C 0.97 1.59 2.20  0.007
C 2.26 1.67 2.77  0.001
C 3.33 2.29 2.15  0.003
C 4.62 2.28 2.79  0.001
N 5.65 2.28 3.30  0.002
C 3.16 2.89 0.90  0.001
C 1.90 2.84 0.30  0.005
C 0.82 2.20 0.91  0.013
S -0.72 2.11 0.06  0.049
C 4.24 3.52 0.20  0.000
N 5.10 4.02 -0.39  0.000
H 2.41 1.20 3.74  0.000
H 1.76 3.28 -0.68  0.001

=====

This record from the OMol25 dataset describes a molecular structure, C30H24N6O4Rh in a non-equilibrium geometry. The level of theory is ωB97M-V with the def2-TZVPD basis set.

Properties
- charge = +1
- orbital gap (alpha / beta) (Ha) = 0.1790 / 0.1802
- HOMO level (alpha / beta) (eV) = -9.4 / -9.4

Last column: Mulliken charge in e.
Element x y z (Å)
Rh 0.10 -0.12 0.02  0.114
O -0.84 -2.33 3.42  -0.623
C -0.86 -1.99 2.25  -0.207
N 0.23 -1.71 1.49  0.062
C 1.47 -2.14 1.78  0.567
C 1.77 -3.37 2.39  -0.650
C 3.08 -3.73 2.56  -0.685
C 4.13 -2.89 2.14  -0.688
C 3.87 -1.68 1.56  -0.650
C 2.54 -1.28 1.36  0.584
N 2.16 -0.16 0.72  0.064
C 2.85 1.01 0.77  -0.216
O 3.66 1.31 1.62  -0.622
C 2.51 1.91 -0.37  0.459
C 3.26 3.07 -0.56  -0.656
C 2.98 3.87 -1.66  -0.406
C 2.00 3.45 -2.54  -0.869
C 1.31 2.28 -2.26  -0.084
N 1.52 1.54 -1.19  0.310
C -2.14 -1.82 1.49  0.472
C -3.33 -2.23 2.07  -0.651
C -4.50 -2.14 1.33  -0.401
C -4.41 -1.70 0.02  -0.860
C -3.17 -1.31 -0.47  -0.116
N -2.06 -1.34 0.25  0.290
H 0.96 -4.00 2.71  0.474
H 3.31 -4.70 2.99  0.403
H 5.15 -3.22 2.26  0.404
H 4.66 -1.02 1.23  0.477
H 4.03 3.30 0.15  0.508
H 3.53 4.78 -1.83  0.465
H 1.78 4.01 -3.43  0.429
H 0.55 1.93 -2.95  0.520
H -3.31 -2.59 3.08  0.508
H -5.45 -2.43 1.75  0.464
H -5.28 -1.66 -0.61  0.423
H -3.08 -0.98 -1.50  0.512
O -3.30 5.48 2.64  -0.497
C -2.44 4.72 3.45  -0.627
C -1.85 3.60 2.65  0.136
C -0.93 2.74 3.25  -1.291
C -0.40 1.71 2.49  -0.360
N -0.73 1.53 1.22  1.112
C -1.61 2.34 0.62  0.528
C -2.19 3.39 1.32  -0.752
C -1.89 2.03 -0.79  0.451
C -2.76 2.76 -1.60  -0.674
C -2.98 2.37 -2.91  0.252
C -4.01 3.09 -3.75  -1.101
O -5.29 2.98 -3.18  -0.495
C -2.29 1.27 -3.41  -0.356
C -1.44 0.58 -2.56  -1.166
N -1.26 0.95 -1.29  0.482
H -3.68 6.21 3.16  0.320
H -2.98 4.29 4.30  0.349
H -1.62 5.34 3.85  0.354
H -0.64 2.87 4.28  0.487
H 0.32 1.02 2.92  0.605
H -2.91 4.06 0.87  0.698
H -3.29 3.62 -1.21  0.564
H -4.00 2.71 -4.78  0.371
H -3.79 4.16 -3.78  0.347
H -5.66 2.11 -3.36  0.322
H -2.41 0.95 -4.43  0.463
H -0.90 -0.30 -2.89  0.355

=====

This record from the OMol25 dataset describes a molecular structure, C30H25AsCuF6N5O10 in a non-equilibrium geometry. The level of theory is ωB97M-V with the def2-TZVPD basis set.

Properties
- orbital gap (Ha) = 0.3033
- HOMO level (eV) = -9.2

Last column: Mulliken charge in e.
Element x y z (Å)
Cu -25.96 -15.27 -5.73  1.644
As -26.68 -17.83 -3.42  2.129
F -28.38 -17.82 -3.47  -0.503
F -26.60 -18.17 -5.12  -0.494
F -24.95 -17.76 -3.37  -0.475
F -26.72 -17.39 -1.76  -0.506
F -26.66 -19.51 -3.08  -0.504
F -26.65 -16.12 -3.87  -0.701
C -28.32 -9.71 -4.01  -0.520
C -27.64 -9.02 -5.01  -0.446
C -26.82 -9.69 -5.89  -0.458
C -26.70 -11.07 -5.79  -0.139
C -27.39 -11.78 -4.83  0.003
C -28.18 -11.09 -3.93  -0.906
N -25.82 -11.77 -6.71  0.907
O -25.43 -11.18 -7.70  -0.613
O -25.52 -12.92 -6.43  -0.300
H -28.92 -9.19 -3.28  0.411
H -27.74 -7.94 -5.10  0.393
H -26.31 -9.12 -6.65  0.489
H -27.38 -12.86 -4.78  0.671
H -28.65 -11.60 -3.10  0.446
C -22.40 -15.70 0.09  -0.459
C -22.53 -16.21 -1.20  -0.501
C -23.34 -15.57 -2.12  0.402
C -23.98 -14.40 -1.74  -0.282
C -23.94 -13.94 -0.44  -0.418
C -23.10 -14.58 0.47  -0.459
N -24.84 -13.74 -2.71  0.972
O -24.82 -14.16 -3.86  -0.452
O -25.52 -12.80 -2.34  -0.617
H -21.81 -16.26 0.81  0.379
H -22.11 -17.18 -1.46  0.428
H -23.51 -15.99 -3.10  0.135
H -24.54 -13.10 -0.12  0.454
H -23.03 -14.17 1.46  0.379
C -20.74 -18.72 -9.07  -0.539
C -21.77 -17.92 -9.52  -0.494
C -22.60 -17.27 -8.62  0.140
C -22.30 -17.36 -7.27  0.045
C -21.29 -18.18 -6.80  -0.491
C -20.51 -18.88 -7.71  -0.544
N -23.14 -16.65 -6.32  0.929
O -23.82 -15.72 -6.74  -0.646
O -23.11 -17.00 -5.16  -0.493
H -20.06 -19.16 -9.79  0.388
H -21.90 -17.79 -10.58  0.417
H -23.38 -16.62 -8.98  0.309
H -21.06 -18.20 -5.75  0.442
H -19.77 -19.58 -7.34  0.395
C -31.52 -13.02 -8.89  -0.421
C -30.17 -13.28 -9.11  -0.698
C -29.46 -14.03 -8.19  0.401
C -30.14 -14.60 -7.13  -0.157
C -31.48 -14.36 -6.91  -0.482
C -32.16 -13.50 -7.76  -0.520
N -29.42 -15.48 -6.21  0.751
O -30.06 -16.08 -5.39  -0.538
O -28.20 -15.56 -6.34  -0.410
H -32.09 -12.40 -9.57  0.373
H -29.65 -12.87 -9.97  0.438
H -28.40 -14.22 -8.30  0.293
H -32.01 -14.79 -6.07  0.485
H -33.20 -13.27 -7.56  0.404
C -22.50 -13.57 -11.28  -0.440
C -22.76 -13.31 -9.94  -1.231
C -23.93 -13.78 -9.37  0.816
C -24.77 -14.58 -10.12  -0.290
C -24.55 -14.82 -11.46  -0.416
C -23.37 -14.36 -12.02  -0.672
N -26.04 -15.00 -9.53  0.781
O -26.91 -15.41 -10.27  -0.621
O -26.16 -14.91 -8.31  -0.510
H -21.55 -13.30 -11.73  0.399
H -22.08 -12.68 -9.38  0.455
H -24.07 -13.68 -8.30  0.546
H -25.24 -15.43 -12.03  0.475
H -23.21 -14.45 -13.09  0.440

=====

This record from the OMol25 dataset describes a molecular structure, C30H25BrCl2CrF3N4O4S. The level of theory is ωB97M-V with the def2-TZVPD basis set.

Properties
- orbital gap (alpha / beta) (Ha) = 0.2588 / 0.2601
- ⟨S²⟩ = 0.76
- HOMO level (alpha / beta) (eV) = -7.7 / -7.7
- multiplicity = 2

Last column: Löwdin spin population.
Element x y z (Å)
Cr 0.80 0.40 -0.28  0.964
O -0.98 5.34 -0.76  0.000
C -0.74 5.27 0.59  0.000
C -1.07 6.31 1.45  0.000
C -0.80 6.19 2.80  0.000
C -0.21 5.04 3.30  0.000
C 0.11 4.01 2.43  0.001
C -0.16 4.10 1.07  -0.001
C 0.26 3.00 0.12  0.002
O 0.72 1.88 0.80  0.018
N -0.90 2.59 -0.75  0.004
N -1.05 1.27 -0.80  0.007
C -2.16 0.69 -1.07  -0.005
C -2.32 -0.76 -0.91  0.000
Br -1.04 -1.52 0.28  0.000
C -3.35 -1.42 -1.45  -0.001
C -3.80 -2.81 -1.42  0.000
C -3.15 -3.88 -0.81  0.000
C -3.69 -5.16 -0.85  0.000
C -4.89 -5.39 -1.51  0.000
C -5.55 -4.34 -2.12  0.000
C -5.01 -3.07 -2.08  0.000
H -1.25 6.23 -0.99  0.000
H -1.52 7.21 1.05  0.000
H -1.05 7.01 3.47  0.000
H 0.02 4.96 4.35  0.000
H 0.62 3.13 2.79  0.000
H 1.03 3.39 -0.56  0.000
H -1.76 3.13 -0.68  0.001
H -3.03 1.27 -1.36  0.000
H -3.99 -0.78 -2.05  0.000
H -2.21 -3.74 -0.30  0.000
H -3.16 -5.97 -0.38  0.000
H -5.30 -6.39 -1.54  0.000
H -6.48 -4.52 -2.64  0.000
H -5.53 -2.25 -2.56  0.000
F 3.27 -4.36 -0.55  0.000
C 3.69 -3.65 -1.61  0.000
F 4.77 -2.96 -1.21  0.000
F 4.11 -4.53 -2.53  0.000
C 2.61 -2.75 -2.14  0.000
C 2.14 -2.90 -3.43  0.002
C 1.13 -2.06 -3.91  0.000
C 0.61 -1.12 -3.06  0.001
N 1.05 -0.99 -1.81  -0.003
C 2.06 -1.74 -1.33  0.004
S 2.47 -1.23 0.27  -0.004
H 2.56 -3.66 -4.06  0.000
H 0.76 -2.15 -4.92  0.000
H -0.18 -0.44 -3.36  0.000
Cl 3.05 4.30 -2.54  0.000
C 3.70 2.64 -2.41  -0.001
Cl 3.52 1.78 -3.95  0.000
C 3.02 1.95 -1.22  0.002
O 3.57 2.02 -0.15  0.008
O 1.90 1.39 -1.53  0.002
H 4.76 2.73 -2.20  0.000
N -0.55 0.37 3.07  0.000
C 0.56 -0.39 3.44  0.000
C 0.39 -1.72 3.84  0.000
C 1.50 -2.50 4.13  0.000
C 2.78 -1.99 4.02  0.000
C 2.94 -0.67 3.61  0.000
C 1.85 0.12 3.32  0.000
H -0.40 1.36 3.02  0.000
H -1.41 0.11 3.53  0.000
H -0.61 -2.13 3.93  0.000
H 1.35 -3.53 4.44  0.000
H 3.64 -2.61 4.23  0.000
H 3.94 -0.26 3.49  0.000
H 1.99 1.14 2.96  0.000

=====

This record from the OMol25 dataset describes a molecular structure, C30H25BrN2O3Yb in a non-equilibrium geometry. The level of theory is ωB97M-V with the def2-TZVPD basis set.

Properties
- charge = +1
- orbital gap (alpha / beta) (Ha) = 0.2894 / 0.2893
- ⟨S²⟩ = 0.75
- HOMO level (alpha / beta) (eV) = -10.9 / -10.9
- multiplicity = 2

Last column: Löwdin spin population.
Element x y z (Å)
Yb -0.06 -0.25 -0.46  0.992
C -0.22 -4.82 0.54  0.000
C -1.59 -5.02 0.62  0.000
C -2.43 -3.93 0.63  0.000
C -1.92 -2.63 0.51  0.000
C -0.52 -2.40 0.30  0.004
C 0.29 -3.54 0.37  0.001
C -2.79 -1.45 0.69  0.000
C -4.08 -1.57 1.26  0.000
C -4.81 -0.46 1.58  0.000
C -4.28 0.82 1.30  0.000
C -4.94 2.02 1.61  0.000
C -4.39 3.23 1.27  0.000
C -3.17 3.28 0.59  0.000
C -2.49 2.13 0.29  0.000
C -3.01 0.87 0.66  0.000
N -2.28 -0.25 0.40  0.000
H 0.45 -5.67 0.60  0.000
H -1.99 -6.02 0.70  0.000
H -3.49 -4.10 0.70  0.000
H 1.37 -3.43 0.29  0.000
H -4.49 -2.54 1.47  0.000
H -5.78 -0.54 2.03  0.000
H -5.90 1.97 2.12  0.000
H -4.91 4.14 1.50  0.000
H -2.77 4.24 0.30  0.000
H -1.56 2.15 -0.28  0.000
O 1.47 5.56 2.35  0.000
C 1.29 4.47 1.61  0.000
C 1.04 4.48 0.23  0.000
C 0.87 3.28 -0.42  0.000
N 0.91 2.09 0.18  -0.001
C 1.15 2.10 1.49  0.000
Br 1.24 0.35 2.29  0.000
C 1.34 3.23 2.26  0.000
H 1.44 6.37 1.83  0.000
H 0.99 5.40 -0.32  0.000
H 0.68 3.25 -1.49  0.000
H 1.52 3.16 3.32  0.000
C 3.90 -4.27 -2.31  0.000
C 2.80 -3.26 -2.39  0.000
C 3.05 -1.90 -2.23  0.000
C 2.05 -0.95 -2.37  0.000
C 2.45 0.51 -2.32  0.000
C 0.74 -1.37 -2.67  0.000
C 0.46 -2.75 -2.82  0.000
C -0.92 -3.23 -3.13  0.000
C 1.50 -3.66 -2.67  0.000
C -0.37 -0.35 -3.00  0.000
O -1.07 -0.47 -3.98  0.002
O -0.46 0.61 -2.14  0.001
H 4.80 -3.84 -1.88  0.000
H 4.14 -4.62 -3.32  0.000
H 3.59 -5.13 -1.73  0.000
H 4.06 -1.58 -2.02  0.000
H 3.38 0.64 -2.89  0.000
H 2.67 0.84 -1.30  0.000
H 1.69 1.15 -2.77  0.000
H -1.65 -2.79 -2.44  0.000
H -0.97 -4.31 -3.06  0.000
H -1.20 -2.92 -4.13  0.000
H 1.29 -4.71 -2.78  0.000

=====

In the order shown, the computed electronic energy values come out to -75382.942 -222637.757 -51631.458 -181214.193 -188163.056 -142207.587 eV.